[1]
{"formula": "C15H15BF4N2O5V", "method": "ωB97M-V with the def2-TZVPD basis set", "species": ["V", "O", "C", "C", "C", "C", "C", "C", "C", "C", "N", "H", "H", "H", "H", "H", "H", "H", "H", "H", "H", "H", "O", "C", "O", "C", "C", "C", "C", "C", "C", "N", "O", "O", "H", "H", "H", "H", "F", "B", "F", "F", "F"], "xyz": [[0.362, -0.109, -0.268], [0.843, -0.662, -2.293], [-0.296, -0.762, -3.180], [-0.591, 0.570, -3.848], [-0.698, 1.759, -2.881], [-1.786, 1.587, -1.861], [-3.053, 2.113, -2.065], [-4.040, 1.910, -1.117], [-3.736, 1.177, 0.018], [-2.457, 0.678, 0.153], [-1.498, 0.877, -0.761], [1.578, -0.246, -2.759], [-1.110, -1.105, -2.545], [-0.095, -1.535, -3.923], [-1.522, 0.460, -4.411], [0.189, 0.789, -4.584], [-0.892, 2.661, -3.462], [0.249, 1.920, -2.362], [-3.250, 2.686, -2.962], [-5.031, 2.320, -1.260], [-4.470, 0.990, 0.788], [-2.174, 0.092, 1.018], [-0.820, -3.649, 1.239], [-0.248, -2.657, 0.842], [-0.621, -1.868, -0.119], [1.024, -2.180, 1.530], [2.096, -1.671, 0.800], [3.196, -1.100, 1.433], [3.238, -1.041, 2.814], [2.177, -1.582, 3.522], [1.079, -2.157, 2.918], [2.219, -1.524, 5.002], [1.243, -1.914, 5.605], [3.231, -1.094, 5.515], [2.083, -1.748, -0.290], [4.014, -0.698, 0.851], [4.060, -0.587, 3.344], [0.270, -2.565, 3.506], [1.463, 1.694, -0.121], [1.064, 2.045, 1.267], [0.272, 0.863, 1.627], [2.171, 2.122, 2.045], [0.268, 3.144, 1.236]], "atomic_forces_ev_per_a": [[-0.11, 0.06, 0.15], [0.05, -0.01, -0.07], [-0.01, 0.02, 0.00], [0.00, -0.01, -0.01], [0.00, 0.00, -0.01], [0.00, 0.01, 0.01], [0.00, 0.02, -0.02], [0.00, -0.02, 0.02], [0.00, 0.01, -0.01], [0.03, 0.00, 0.01], [-0.03, -0.01, -0.04], [-0.01, 0.00, 0.02], [0.00, 0.00, 0.00], [0.01, 0.00, 0.00], [0.00, 0.00, 0.00], [0.01, 0.00, 0.01], [0.00, 0.00, 0.00], [0.00, 0.00, 0.00], [0.00, 0.00, 0.00], [0.00, 0.00, -0.01], [0.00, 0.00, 0.00], [-0.01, -0.01, 0.00], [0.00, 0.00, -0.01], [-0.02, 0.01, -0.03], [0.04, -0.04, 0.03], [-0.03, -0.02, 0.03], [-0.01, 0.09, -0.13], [0.01, -0.03, 0.00], [0.00, 0.00, 0.03], [0.00, 0.00, -0.05], [0.00, 0.01, 0.03], [0.01, 0.00, 0.00], [0.00, 0.00, 0.00], [0.00, 0.00, 0.00], [0.04, -0.08, 0.05], [0.00, 0.00, 0.00], [0.00, 0.00, 0.00], [0.00, 0.00, -0.01], [0.00, 0.00, -0.01], [0.02, 0.03, 0.01], [0.01, -0.02, -0.03], [0.00, 0.01, 0.01], [0.00, -0.01, -0.01]], "e_lumo_ev": [-0.5, -0.5], "e_homo_ev": [-8.294, -9.452], "spin_multiplicity": 4, "e_tot_ha": -2434.88122, "gap_ev": [7.748, 8.951], "s_squared": 3.755, "charge": 0, "relative_energy_kcal_mol": 0.0}

***

[2]
{"formula": "C15H15Cl2N3O2S2", "method": "ωB97M-V with the def2-TZVPD basis set", "species": ["C", "N", "C", "S", "O", "O", "C", "C", "C", "C", "C", "N", "C", "S", "N", "C", "C", "C", "C", "Cl", "C", "C", "Cl", "C", "H", "H", "H", "H", "H", "H", "H", "H", "H", "H", "H", "H", "H", "H", "H"], "xyz": [[1.455, -4.890, -0.024], [1.997, -3.724, 0.627], [2.647, -2.772, -0.236], [1.006, -3.048, 1.791], [0.521, -4.114, 2.614], [1.735, -1.973, 2.398], [-0.365, -2.346, 0.867], [-1.460, -3.123, 0.543], [-2.471, -2.557, -0.217], [-2.386, -1.245, -0.650], [-1.275, -0.470, -0.323], [-1.111, 0.864, -0.681], [-1.802, 1.657, -1.539], [-2.942, 1.171, -2.624], [-1.453, 2.979, -1.545], [-0.657, 3.710, -0.675], [-0.564, 3.442, 0.693], [0.234, 4.210, 1.520], [0.944, 5.279, 0.995], [1.947, 6.235, 2.017], [0.840, 5.597, -0.352], [0.047, 4.818, -1.173], [-0.084, 5.222, -2.851], [-0.258, -1.039, 0.447], [0.954, -5.481, 0.738], [0.743, -4.629, -0.818], [2.269, -5.473, -0.455], [1.983, -2.411, -1.032], [3.523, -3.236, -0.689], [2.964, -1.938, 0.385], [-1.515, -4.136, 0.906], [-3.342, -3.140, -0.475], [-3.182, -0.822, -1.238], [-0.285, 1.291, -0.274], [-1.781, 3.485, -2.361], [-1.156, 2.651, 1.126], [0.295, 3.984, 2.572], [1.375, 6.440, -0.757], [0.608, -0.469, 0.748]], "atomic_forces_ev_per_a": [[-0.25, -0.38, -0.07], [-0.49, 0.36, 0.92], [0.19, 0.40, -0.14], [0.21, -0.06, -0.12], [-0.22, -0.11, -0.27], [-0.04, 0.14, -0.29], [0.49, -0.26, 0.36], [-0.11, -0.18, 0.01], [0.23, -0.05, 0.13], [-0.10, 0.09, -0.01], [-0.09, -0.74, 0.12], [0.41, 0.91, 0.05], [-0.05, -0.18, -0.22], [-0.33, -0.08, -0.31], [-0.02, 0.20, -0.18], [0.36, 0.25, 0.30], [-0.05, 0.10, -0.14], [0.16, 0.14, -0.07], [-0.23, -0.19, -0.23], [0.13, 0.13, 0.14], [-0.04, -0.05, 0.17], [-0.01, -0.20, 0.17], [0.03, 0.05, -0.04], [-0.09, 0.27, -0.15], [-0.01, -0.21, -0.16], [0.02, -0.02, -0.02], [-0.01, 0.02, 0.01], [0.03, -0.02, -0.02], [-0.02, -0.01, 0.01], [0.16, 0.09, -0.19], [-0.08, -0.15, 0.03], [-0.08, -0.05, -0.01], [0.03, -0.02, 0.03], [-0.18, -0.07, -0.05], [-0.06, -0.29, 0.15], [-0.05, -0.06, 0.02], [0.01, 0.00, 0.11], [0.04, 0.06, -0.05], [0.10, 0.16, 0.00]], "e_lumo_ev": 0.0, "e_homo_ev": -8.676, "smiles": "CN(C)S(=O)(=O)c1cccc(NC(=S)Nc2ccc(Cl)cc2Cl)c1", "e_tot_ha": -2612.11530, "gap_ev": 8.650, "charge": 0, "relative_energy_kcal_mol": 0.0}

***

[3]
{"formula": "C15H15Cl4NO3", "method": "ωB97M-V with the def2-TZVPD basis set", "species": ["O", "C", "C", "O", "C", "Cl", "C", "Cl", "C", "Cl", "C", "Cl", "C", "C", "N", "C", "C", "O", "C", "C", "C", "C", "C", "H", "H", "H", "H", "H", "H", "H", "H", "H", "H", "H", "H", "H", "H", "H"], "xyz": [[-1.107, 0.667, 1.779], [-1.586, -0.124, 2.600], [-3.006, 0.089, 3.129], [-3.679, 1.035, 2.727], [-3.491, -0.871, 4.117], [-5.071, -0.609, 4.685], [-2.719, -1.931, 4.570], [-3.348, -3.032, 5.720], [-1.376, -2.114, 4.080], [-0.439, -3.415, 4.675], [-0.845, -1.249, 3.132], [0.737, -1.446, 2.523], [-0.825, -0.105, -1.214], [0.415, 0.006, -1.790], [1.390, 0.904, -1.493], [1.149, 1.874, -0.411], [2.086, 3.069, -0.552], [3.446, 2.654, -0.677], [3.628, 1.854, -1.849], [2.797, 0.584, -1.773], [0.558, -1.028, -2.913], [-0.779, -1.797, -2.902], [-1.709, -1.097, -1.874], [-1.165, 0.461, -0.356], [0.117, 2.227, -0.458], [1.308, 1.403, 0.577], [1.770, 3.666, -1.429], [2.067, 3.673, 0.364], [3.347, 2.413, -2.763], [4.698, 1.606, -1.848], [3.208, -0.043, -0.957], [2.871, 0.040, -2.717], [1.398, -1.717, -2.748], [0.712, -0.556, -3.895], [-0.616, -2.833, -2.597], [-1.240, -1.817, -3.892], [-2.552, -0.626, -2.398], [-2.148, -1.813, -1.170]], "atomic_forces_ev_per_a": [[-1.07, -1.59, 1.93], [0.64, 2.07, -1.69], [-0.94, 1.74, -0.93], [1.20, -1.66, 0.69], [0.52, -1.65, 1.04], [-0.16, -0.03, 0.08], [-1.81, 1.59, -0.35], [0.11, 0.16, -0.17], [1.49, 1.08, -1.64], [-0.13, 0.15, -0.06], [0.15, -1.76, 1.28], [0.00, -0.05, 0.04], [1.38, 0.54, -0.11], [-2.10, -1.21, 0.25], [0.78, 1.07, -0.11], [0.51, -0.45, -0.02], [0.14, -0.22, 0.10], [-0.35, -0.06, -0.62], [0.02, 0.10, 0.36], [-0.33, 0.03, 0.65], [0.02, 0.20, -0.03], [-0.17, -0.15, 0.25], [-0.04, -0.29, -0.58], [0.13, 0.06, -0.26], [0.07, -0.15, -0.05], [-0.12, 0.05, -0.25], [0.27, -0.06, 0.26], [-0.20, -0.03, -0.35], [0.18, 0.01, 0.33], [-0.32, 0.07, -0.27], [-0.07, 0.04, -0.26], [-0.04, 0.03, 0.14], [-0.09, 0.26, 0.00], [0.14, 0.06, 0.28], [0.01, 0.05, -0.10], [0.11, -0.05, 0.05], [0.03, 0.01, 0.16], [0.03, 0.03, -0.03]], "e_lumo_ev": -2.8, "e_homo_ev": -7.131, "smiles": "O=C1C(=O)C(Cl)=C(Cl)C(Cl)=C1Cl.C1=C(N2CCOCC2)CCC1", "e_tot_ha": -2701.74073, "gap_ev": 4.373, "charge": 0}

***

[4]
{"formula": "C15H15ClN2O2", "method": "ωB97M-V with the def2-TZVPD basis set", "species": ["O", "C", "C", "O", "C", "C", "C", "C", "Cl", "C", "C", "N", "C", "C", "C", "C", "C", "C", "C", "N", "H", "H", "H", "H", "H", "H", "H", "H", "H", "H", "H", "H", "H", "H", "H"], "xyz": [[-3.415, 0.702, 1.186], [-2.524, -0.118, 1.123], [-1.133, 0.185, 1.690], [-0.191, -0.722, 1.162], [1.124, -0.370, 1.135], [1.682, 0.675, 1.863], [3.038, 0.941, 1.767], [3.838, 0.164, 0.948], [5.530, 0.502, 0.830], [3.294, -0.886, 0.222], [1.944, -1.148, 0.316], [-2.656, -1.356, 0.613], [-3.764, -1.691, -0.249], [-3.323, -1.674, -1.724], [-2.558, -0.407, -1.985], [-3.200, 0.796, -2.253], [-2.436, 1.943, -2.380], [-1.060, 1.849, -2.238], [-0.514, 0.602, -1.982], [-1.239, -0.495, -1.856], [-1.177, 0.117, 2.786], [-0.895, 1.219, 1.414], [1.076, 1.283, 2.516], [3.469, 1.752, 2.332], [3.924, -1.487, -0.414], [1.495, -1.952, -0.246], [-1.801, -1.880, 0.482], [-4.535, -0.938, -0.072], [-4.151, -2.678, 0.020], [-4.201, -1.742, -2.366], [-2.666, -2.523, -1.917], [-4.275, 0.832, -2.348], [-2.905, 2.895, -2.578], [-0.428, 2.720, -2.322], [0.555, 0.469, -1.862]], "atomic_forces_ev_per_a": [[-0.08, 0.31, 0.07], [0.47, -0.12, 0.27], [-0.26, 0.39, 0.11], [0.15, -0.10, 0.03], [0.27, -0.05, -0.07], [-0.35, -0.10, 0.00], [0.19, -0.11, -0.15], [-0.19, 0.04, 0.08], [0.22, 0.04, -0.02], [0.00, 0.09, 0.07], [-0.22, 0.08, 0.12], [0.08, -0.49, -0.04], [-0.23, -0.05, -0.09], [-0.06, 0.13, 0.21], [-0.25, -0.06, -0.23], [0.16, 0.03, -0.02], [0.02, -0.06, 0.01], [-0.06, 0.01, 0.01], [0.19, 0.35, -0.02], [0.11, -0.46, 0.00], [0.00, 0.03, -0.14], [-0.05, -0.14, -0.01], [-0.08, 0.04, 0.05], [0.06, 0.06, 0.04], [0.07, -0.05, -0.05], [-0.07, -0.10, -0.09], [-0.02, 0.16, 0.03], [0.03, -0.17, -0.01], [-0.07, 0.12, -0.03], [-0.03, -0.07, -0.02], [-0.03, 0.03, -0.08], [-0.12, -0.01, 0.01], [-0.03, 0.06, -0.02], [0.07, 0.06, -0.01], [0.10, 0.10, -0.01]], "e_lumo_ev": 0.8, "e_homo_ev": -8.659, "smiles": "O=C(COc1ccc(Cl)cc1)NCCc1ccccn1", "e_tot_ha": -1300.80045, "gap_ev": 9.417, "charge": 0, "relative_energy_kcal_mol": 7.0}